14
Properties=species:S:1:pos:R:3:forces:R:3:mulliken_charge:R:1 method="wB97M-V/def2-TZVPD" de_lowest_kj_mol=460.2 homo_lumo_gap_ev="8.61 / 8.61" charge=+1
N 2.619783 -3.484886 -0.081897 2.013 -2.836 0.427 -0.1020
N -0.830922 0.307544 0.207916 -2.288 0.280 -1.046 -0.4597
N -1.709216 2.707837 0.079073 2.927 2.334 1.028 -0.7480
C 0.308479 -0.128740 0.446033 3.995 -6.510 -2.811 0.2355
C 0.886577 -1.566905 -0.294931 -0.899 -1.326 -0.851 -0.7239
C 1.915815 -2.630374 -0.362012 -5.164 7.690 1.889 0.2683
H -1.245518 1.514297 0.186221 0.473 -0.341 -0.519 0.4222
H -1.422596 -0.286851 -0.417459 0.761 0.460 0.681 0.2327
H 3.469822 -3.956394 -0.283451 0.473 -0.270 -0.301 0.3183
H 1.110476 0.242316 0.998340 0.562 1.491 1.158 0.3710
H -2.032916 3.203650 -0.754316 -1.414 -0.914 0.310 0.2990
H -2.228749 2.659772 0.960888 -0.888 0.861 -0.841 0.3604
H 0.099629 -2.030218 -0.956967 0.444 0.992 0.627 0.1684
H -0.940662 3.448953 0.272561 -0.995 -1.911 0.250 0.3577



22
Properties=species:S:1:pos:R:3:forces:R:3:mulliken_charge:R:1 method="wB97M-V/def2-TZVPD" de_lowest_kj_mol=261.5 homo_lumo_gap_ev=10.99 charge=+1
O -0.384612 -1.311803 2.112877 1.706 1.533 0.140 -0.5315
O 1.962391 1.896580 -1.459398 -1.527 -3.562 0.763 -0.5907
O 0.085717 -0.219246 -1.902359 0.246 -1.288 0.303 -0.5932
N 1.381377 -0.274211 0.262810 0.481 1.784 1.697 -0.3420
C -0.747368 -0.037658 -0.723624 -1.497 3.430 -2.536 0.0391
C -0.013934 0.468439 0.511435 1.759 0.866 0.451 0.2501
C -0.624810 0.051172 1.861927 -0.143 2.833 1.217 -0.6311
C -1.576385 -1.266938 -0.540752 -2.306 -2.228 -1.118 -0.9808
H -1.620602 -1.709278 0.452329 -0.111 0.485 -0.340 0.1642
H -1.764268 0.493111 1.897291 2.666 -1.545 -0.055 0.2783
H 0.193064 1.658583 0.641142 -0.364 -2.983 -1.006 0.2848
H 2.823179 2.119315 -1.256523 2.648 1.729 0.090 0.2549
H -1.168376 -1.798750 2.170138 -1.825 -1.099 0.408 0.3501
H 1.407989 2.530545 -1.833907 -0.661 2.105 -0.806 0.2888
H -1.275697 -2.128038 -1.167830 0.569 0.616 0.125 0.3652
H 1.947089 -0.434286 1.126754 -0.466 0.904 -0.513 0.3621
H -2.661441 -1.180440 -0.923423 1.637 0.442 0.781 0.2982
H 0.476103 0.484223 -2.455289 -0.828 0.128 1.142 0.3041
H 1.896866 0.399496 -0.454451 -1.309 -2.144 1.030 0.3916
H -0.022581 0.712685 2.656711 -1.435 -1.610 -1.351 0.3792
H -1.453169 0.795238 -1.035280 0.535 -0.789 0.725 0.3218
H 1.139469 -1.248740 0.059423 0.224 0.392 -1.149 0.3369



43
Properties=species:S:1:pos:R:3:forces:R:3:mulliken_charge:R:1 method="wB97M-V/def2-TZVPD" de_lowest_kj_mol=147.3 homo_lumo_gap_ev=2.87 charge=+2
Zn -0.776419 -1.408155 3.516767 0.314 0.373 0.170 0.4101
O -0.838248 -2.431523 -1.830403 -0.047 0.827 -1.043 -0.2514
O 0.160746 2.282859 1.941706 -0.620 0.443 -0.231 -0.3143
O 1.482453 -1.641284 -0.757306 0.382 0.992 0.270 -0.3338
O 0.303369 3.714261 -1.142149 -0.356 -0.510 0.882 -0.4985
O 1.438861 -2.317781 2.177323 -1.866 0.903 0.110 -0.4655
N 0.767576 1.294912 1.223119 -0.264 -0.614 0.704 0.1434
C 1.577558 4.352726 0.801113 -0.837 0.016 -0.094 -1.0841
C 0.229477 -2.955569 1.792596 1.955 -1.969 -0.825 -0.3089
C -0.005977 -1.577606 -2.625660 0.448 1.103 1.081 -0.7959
C -2.082175 -2.724987 -2.484723 -1.537 -1.101 0.853 -0.3506
C 1.610882 -0.992178 1.627884 0.897 1.209 -0.383 0.5725
C 0.325057 -0.082874 1.642403 1.134 -0.946 -1.138 -1.2201
C 0.116169 4.141164 0.225732 1.549 0.271 0.152 0.2089
C 2.301279 -1.020072 0.205653 0.152 -0.161 0.626 -0.7673
C -3.297350 -2.227360 -1.615741 0.177 -0.096 -0.239 -0.9779
C 0.780523 -0.711535 -1.575853 -1.149 -0.512 -1.057 0.0081
C -0.687908 3.114043 1.091144 -0.679 0.874 -0.284 -0.6068
H -3.448905 -1.127494 -1.673634 0.162 -0.635 0.042 0.2483
H 2.600071 0.015730 -0.080533 -0.286 -0.578 0.235 0.4007
H -0.259548 2.944630 -1.274025 -0.186 0.263 -0.494 0.2931
H -0.029970 -0.162015 -1.007773 0.589 -0.466 -0.215 -0.1608
H 1.556409 4.412407 1.914918 0.173 0.051 -0.867 0.2960
H -0.709528 -2.564443 2.343677 -0.567 -0.716 -0.657 0.2945
H -0.030625 0.015803 2.739627 0.274 0.848 -0.212 0.7267
H 2.346343 -0.472472 2.293465 -0.560 -0.534 -0.396 0.4970
H 3.251393 -1.592945 0.335853 -0.801 0.200 -0.108 0.4122
H -0.495708 -0.429521 0.963196 0.419 -0.095 0.548 0.4476
H 0.606826 1.426792 0.217596 -0.229 -0.047 0.197 0.1659
H 1.961252 5.300765 0.373076 -0.107 -0.663 0.327 0.3805
H -3.156273 -2.521630 -0.546507 0.061 0.201 -0.759 0.1665
H -2.142529 -2.342871 -3.528077 0.211 -0.183 0.769 0.3898
H 1.420345 0.071918 -2.042539 -0.028 -0.727 0.219 0.4362
H -0.609500 -0.850890 -3.220616 0.356 -0.665 0.204 0.5195
H -2.173766 -3.839625 -2.501068 0.188 0.827 -0.302 0.2596
H 0.015629 -2.955517 0.695670 -0.249 0.592 0.672 0.2463
H 2.226035 3.511065 0.456955 -0.459 0.653 0.389 0.2458
H 0.322267 -4.026871 2.099871 -0.295 0.918 0.086 0.5138
H -0.372732 5.144526 0.205462 -0.072 -0.962 0.156 0.3813
H 0.685044 -2.151107 -3.277555 -0.393 0.300 0.374 0.3228
H -4.245999 -2.720688 -1.939677 0.785 0.413 0.077 0.4058
H -1.385021 3.678933 1.753734 0.804 -0.576 -0.112 0.3779
H -1.337376 2.426477 0.485297 0.557 0.479 0.269 0.3654



17
Properties=species:S:1:pos:R:3:forces:R:3:mulliken_charge:R:1 method="wB97M-V/def2-TZVPD" de_lowest_kj_mol=128.5 homo_lumo_gap_ev="8.46 / 4.64" multiplicity=2 charge=+2
O 1.797863 0.973023 1.491839 -0.038 -0.109 -0.483 -0.5298
O -2.192877 0.290708 -1.160295 -0.094 0.004 0.549 -0.0381
N 0.536327 0.996865 -0.758640 -1.545 0.780 0.137 -0.3705
C 0.962853 -0.160439 1.358595 1.127 0.552 0.268 -0.8088
C -0.569003 -1.327369 -0.315068 1.547 0.404 0.791 -0.7833
C -1.956486 -0.804600 -0.752822 1.073 -0.230 -1.171 0.3273
C 0.701665 -0.358762 -0.152858 -0.507 -0.660 0.375 0.1788
H -0.679169 -1.837736 0.675139 -0.370 0.139 -0.776 0.4322
H -2.718524 -1.573003 -1.018241 -0.414 -0.295 0.464 0.4338
H -0.320070 1.384365 -0.349018 0.194 0.475 0.395 0.3864
H 1.275893 1.658446 -0.465097 0.281 -0.360 -0.021 0.3830
H 2.384539 0.882921 2.254091 0.019 0.109 -0.061 0.3609
H 1.575479 -0.827931 -0.623028 -0.346 0.035 -0.033 0.3638
H -0.285044 -2.091077 -1.052673 -0.637 -0.095 -0.043 0.4791
H 0.311990 1.098063 -1.758879 0.913 -0.485 -0.076 0.3289
H 0.051852 0.046329 1.895852 -0.774 -0.132 0.155 0.3891
H 1.462434 -1.026831 1.817051 -0.428 -0.132 -0.471 0.4673